No. 1
C10H11NO4 in the gas phase at a distorted geometry, computed with ωB97M-V/def2-TZVPD.

## Properties
**LUMO**: 0.38 eV
**Energy above the lowest of the compared OMol25 structures with the same formula, charge and spin**: 112.6 kcal/mol
**Multiplicity**: 1

Cartesian coordinates (Å):
O: 0.996 2.560 -2.311
O: -0.675 0.619 -0.082
O: -0.351 1.000 -3.317
O: -2.274 1.284 -1.519
N: 0.976 0.408 -1.592
C: 0.576 0.146 -0.447
C: 3.098 -2.283 1.967
C: 1.379 -0.707 0.412
C: 2.030 -1.578 2.621
C: 1.337 -0.680 1.853
C: 0.383 1.386 -2.284
C: 2.328 -1.549 -0.194
C: -3.459 1.334 -0.679
C: -1.189 1.672 -0.785
C: 3.244 -2.230 0.592
H: 3.760 -2.985 2.459
H: -3.485 0.546 0.046
H: 0.778 3.042 -3.128
H: -1.228 0.672 -3.020
H: 4.077 -2.716 0.161
H: 0.852 0.072 2.480
H: 2.252 -1.477 -1.207
H: 2.040 -1.602 3.702
H: -4.297 1.136 -1.466
H: -3.235 2.249 -0.090
H: -1.349 2.624 -0.095



No. 2
C26H23Br2NZn as an isolated structure at a distorted geometry, computed with ωB97M-V/def2-TZVPD.

## Properties
**LUMO**: -2.05 eV
**Energy above the lowest of the compared OMol25 structures with the same formula, charge and spin**: 27.0 kcal/mol
**Multiplicity**: 1

Cartesian coordinates (Å):
Br: 3.012 3.827 5.256
Br: 3.871 -0.052 3.253
Zn: 3.585 1.755 4.579
N: -2.292 -0.788 2.597
C: -0.126 -0.802 -0.291
C: -0.435 -3.651 -2.748
C: -4.508 -2.401 -0.493
C: 2.306 2.335 -1.299
C: -0.120 -1.542 -1.534
C: 0.305 -1.672 -3.935
C: 4.208 2.025 -2.738
C: -4.450 -1.866 1.885
C: -1.163 -0.866 0.632
C: 1.046 2.155 -0.647
C: 4.863 3.117 -2.133
C: -0.470 -2.922 -1.562
C: -0.037 -3.032 -3.938
C: 0.250 -0.931 -2.759
C: 2.939 1.625 -2.319
C: 0.916 3.140 0.365
C: -0.024 0.198 2.725
C: 2.976 3.467 -0.662
C: -3.217 -1.874 -0.679
C: -1.123 -0.446 2.001
C: -2.509 -1.412 0.426
C: 2.086 3.956 0.346
C: -2.603 -0.551 3.997
C: 4.264 3.832 -1.087
C: -5.120 -2.403 0.773
C: -3.161 -1.389 1.682
H: 0.078 3.234 1.047
H: -1.888 -1.073 4.648
H: -0.722 -4.702 -2.741
H: -6.126 -2.820 0.884
H: -0.763 -3.411 -0.629
H: 4.681 1.504 -3.571
H: 0.014 -3.610 -4.862
H: -4.906 -1.818 2.873
H: -5.043 -2.813 -1.353
H: 0.298 1.436 -0.961
H: 2.420 0.778 -2.769
H: 0.457 0.144 -2.765
H: 0.196 -0.299 3.683
H: 0.880 0.139 2.114
H: -2.563 0.520 4.226
H: 4.760 4.676 -0.604
H: 0.775 -0.261 -0.008
H: 5.858 3.398 -2.482
H: -0.225 1.262 2.930
H: 0.616 -1.183 -4.863
H: 2.303 4.816 0.975
H: -2.758 -1.822 -1.666
H: -3.608 -0.926 4.199



No. 3
A 8-piece molecular cluster, C19H56N4O10 overall at a distorted geometry, computed with ωB97M-V/def2-TZVPD.

## Properties
**LUMO**: 0.47 eV
**Energy above the lowest of the compared OMol25 structures with the same formula, charge and spin**: 331.9 kcal/mol
**Multiplicity**: 1

Cartesian coordinates (Å):
O: 33.244 31.093 10.940
O: 35.714 32.566 11.187
O: 34.541 27.766 13.693
O: 29.889 34.908 8.302
O: 30.875 33.725 15.353
O: 30.892 27.951 10.748
O: 29.047 32.282 12.836
O: 32.952 31.995 13.082
O: 31.279 31.591 11.647
O: 31.729 30.118 9.200
N: 30.725 32.538 8.980
N: 29.014 35.142 14.307
N: 34.338 27.961 16.304
N: 31.916 24.631 9.660
C: 28.341 32.902 11.950
C: 30.674 36.602 12.978
C: 31.755 26.081 9.498
C: 31.934 28.257 16.442
C: 34.664 28.110 12.337
C: 31.293 34.862 8.636
C: 29.237 36.157 8.602
C: 31.082 26.476 8.165
C: 32.480 31.517 11.832
C: 31.279 35.023 14.886
C: 30.826 26.515 10.619
C: 33.354 28.336 14.242
C: 30.338 35.299 13.696
C: 32.000 33.221 6.920
C: 33.181 27.781 15.610
C: 31.597 33.451 16.570
C: 29.983 28.454 11.685
C: 31.721 33.544 8.391
C: 35.943 32.781 9.788
H: 31.232 35.700 15.667
H: 31.485 35.138 9.710
H: 33.377 29.460 14.111
H: 35.527 27.700 11.977
H: 29.053 27.916 11.798
H: 28.190 32.049 11.022
H: 29.520 37.088 7.797
H: 28.758 33.838 11.778
H: 29.670 32.212 12.255
H: 31.960 29.167 16.796
H: 32.636 24.184 9.020
H: 29.732 29.528 11.645
H: 31.761 25.944 7.350
H: 34.445 27.352 17.099
H: 31.721 35.630 8.005
H: 32.452 24.682 10.310
H: 34.247 27.326 11.787
H: 30.505 37.335 13.727
H: 30.702 28.534 12.615
H: 31.724 36.642 12.546
H: 31.335 34.260 17.333
H: 29.124 34.482 14.977
H: 28.110 35.990 8.676
H: 32.996 33.670 6.434
H: 32.840 33.351 8.750
H: 27.378 33.163 12.504
H: 32.308 32.591 13.469
H: 32.799 33.434 16.342
H: 30.114 37.141 12.179
H: 31.064 29.493 9.565
H: 32.449 28.155 13.785
H: 31.986 27.812 17.345
H: 28.632 34.549 13.493
H: 31.219 30.914 9.037
H: 29.899 26.219 8.156
H: 31.099 26.299 11.490
H: 32.722 26.628 9.491
H: 34.424 29.029 12.030
H: 30.766 32.637 9.896
H: 34.977 31.994 11.280
H: 31.027 27.962 15.803
H: 31.219 27.408 7.635
H: 34.984 27.903 15.693
H: 29.921 32.984 8.741
H: 31.617 32.320 17.008
H: 36.175 31.749 9.310
H: 29.724 26.066 10.323
H: 30.351 34.340 13.142
H: 32.377 34.746 14.693
H: 34.812 32.990 9.321
H: 31.114 33.308 6.151
H: 36.400 33.692 9.869
H: 29.486 36.538 9.621
H: 32.144 32.243 6.540
H: 33.006 26.740 15.324
H: 32.173 30.620 10.026



Copy entry 2 word for word.
C26H23Br2NZn as an isolated structure at a distorted geometry, computed with ωB97M-V/def2-TZVPD.

## Properties
**LUMO**: -2.05 eV
**Energy above the lowest of the compared OMol25 structures with the same formula, charge and spin**: 27.0 kcal/mol
**Multiplicity**: 1

Cartesian coordinates (Å):
Br: 3.012 3.827 5.256
Br: 3.871 -0.052 3.253
Zn: 3.585 1.755 4.579
N: -2.292 -0.788 2.597
C: -0.126 -0.802 -0.291
C: -0.435 -3.651 -2.748
C: -4.508 -2.401 -0.493
C: 2.306 2.335 -1.299
C: -0.120 -1.542 -1.534
C: 0.305 -1.672 -3.935
C: 4.208 2.025 -2.738
C: -4.450 -1.866 1.885
C: -1.163 -0.866 0.632
C: 1.046 2.155 -0.647
C: 4.863 3.117 -2.133
C: -0.470 -2.922 -1.562
C: -0.037 -3.032 -3.938
C: 0.250 -0.931 -2.759
C: 2.939 1.625 -2.319
C: 0.916 3.140 0.365
C: -0.024 0.198 2.725
C: 2.976 3.467 -0.662
C: -3.217 -1.874 -0.679
C: -1.123 -0.446 2.001
C: -2.509 -1.412 0.426
C: 2.086 3.956 0.346
C: -2.603 -0.551 3.997
C: 4.264 3.832 -1.087
C: -5.120 -2.403 0.773
C: -3.161 -1.389 1.682
H: 0.078 3.234 1.047
H: -1.888 -1.073 4.648
H: -0.722 -4.702 -2.741
H: -6.126 -2.820 0.884
H: -0.763 -3.411 -0.629
H: 4.681 1.504 -3.571
H: 0.014 -3.610 -4.862
H: -4.906 -1.818 2.873
H: -5.043 -2.813 -1.353
H: 0.298 1.436 -0.961
H: 2.420 0.778 -2.769
H: 0.457 0.144 -2.765
H: 0.196 -0.299 3.683
H: 0.880 0.139 2.114
H: -2.563 0.520 4.226
H: 4.760 4.676 -0.604
H: 0.775 -0.261 -0.008
H: 5.858 3.398 -2.482
H: -0.225 1.262 2.930
H: 0.616 -1.183 -4.863
H: 2.303 4.816 0.975
H: -2.758 -1.822 -1.666
H: -3.608 -0.926 4.199